{
  "formula": "C6H14O",
  "method": "wB97M-V/def2-TZVPD",
  "total_energy_ha": -312.177432,
  "gap_ha": 0.388,
  "de_lowest_kcal_mol": 48.7,
  "smiles": "CC(=O)CC(C)C.[H][H]",
  "elements": ["C", "C", "C", "C", "C", "C", "O", "H", "H", "H", "H", "H", "H", "H", "H", "H", "H", "H", "H", "H", "H"],
  "positions_angstrom": [[-0.01339, 1.94503, 0.47279], [-0.16550, 0.53563, 1.05409], [0.58578, 0.42918, 2.38153], [0.31166, -0.56418, 0.10459], [-0.64686, -0.94958, -1.00410], [-0.08476, -1.87783, -2.06060], [-1.84954, -0.74243, -0.92108], [-0.31831, 2.69427, 1.21210], [-0.62865, 2.09993, -0.41719], [1.03123, 2.15173, 0.20303], [-1.23169, 0.34948, 1.22647], [0.22947, 1.17984, 3.09499], [1.66222, 0.59238, 2.23890], [0.45386, -0.55950, 2.83561], [0.33734, -1.52227, 0.64570], [1.34173, -0.38287, -0.24219], [-0.17921, 0.57336, -2.06868], [-0.27821, -2.85788, -1.61769], [0.99075, -1.78581, -2.24973], [-0.63861, -1.81267, -2.99909], [-0.90930, 0.50419, -1.88945]],
  "atomic_forces_ev_per_a": [[-0.02, 0.04, -0.04], [-0.07, -0.02, 0.04], [0.01, -0.01, 0.08], [-0.09, -0.07, 0.11], [-0.67, -0.96, 0.72], [-0.10, -0.14, 0.04], [0.24, -0.88, 0.54], [0.06, -0.13, -0.07], [0.10, -0.04, 0.14], [-0.14, -0.06, 0.04], [0.11, 0.05, 0.05], [0.05, -0.10, -0.09], [-0.14, -0.02, 0.00], [0.02, 0.13, -0.05], [0.23, 0.09, 0.18], [-0.34, -0.05, -0.14], [-0.08, 0.98, -0.69], [0.13, -0.21, -0.22], [-0.24, 0.13, 0.18], [-0.01, 0.04, 0.22], [0.98, 1.23, -1.06]]
}


{
  "formula": "C29H84O14V",
  "method": "wB97M-V/def2-TZVPD",
  "total_energy_ha": -3152.372501,
  "gap_ha": [0.256, 0.261],
  "de_lowest_kcal_mol": 51.7,
  "spin_multiplicity": 4,
  "elements": ["V", "O", "H", "H", "H", "C", "C", "C", "O", "H", "H", "H", "H", "H", "H", "H", "C", "C", "C", "O", "H", "H", "H", "H", "H", "H", "H", "C", "C", "C", "O", "H", "H", "H", "H", "H", "H", "H", "C", "C", "O", "H", "H", "H", "H", "H", "H", "C", "C", "O", "H", "H", "H", "H", "H", "H", "C", "C", "O", "H", "H", "H", "H", "H", "H", "C", "C", "O", "H", "H", "H", "H", "H", "H", "C", "C", "O", "H", "H", "H", "H", "H", "H", "C", "C", "O", "H", "H", "H", "H", "H", "H", "C", "C", "O", "H", "H", "H", "H", "H", "H", "C", "C", "O", "H", "H", "H", "H", "H", "H", "C", "C", "O", "H", "H", "H", "H", "H", "H", "C", "C", "O", "H", "H", "H", "H", "H", "H"],
  "positions_angstrom": [[3.60670, -0.08943, -1.93275], [-0.08311, 0.14071, 0.04307], [-0.08779, -0.18962, 0.94444], [-0.79144, 0.76870, -0.11659], [0.79684, 0.42039, -0.21975], [2.81152, 3.71169, -0.28652], [3.11104, 2.25339, 0.15879], [3.13675, 2.09511, 1.62377], [2.38302, 1.28590, -0.60741], [1.74089, 3.83729, -0.12507], [2.97617, 4.01538, -1.32034], [3.44843, 4.40717, 0.26005], [4.16958, 2.09717, -0.04905], [3.87515, 2.75285, 2.08229], [3.49097, 1.10699, 1.91745], [2.18696, 2.27395, 2.12779], [3.10770, 3.04025, -4.52771], [4.09423, 1.94537, -4.64822], [5.47980, 2.39625, -4.09199], [3.54713, 0.86788, -3.98257], [3.06185, 3.43469, -3.51262], [2.09382, 2.77098, -4.82376], [3.38344, 3.94950, -5.06189], [4.19118, 1.71095, -5.70830], [6.10178, 1.51871, -4.26855], [5.50246, 2.72705, -3.05365], [5.87126, 3.26939, -4.61400], [1.72342, -4.10116, -1.66338], [1.92899, -2.76558, -0.94762], [2.99677, -2.84338, 0.17334], [2.13760, -1.76798, -1.94795], [1.50067, -4.98367, -1.06367], [2.55465, -4.20117, -2.36136], [0.89675, -3.94459, -2.35634], [0.96189, -2.53390, -0.50137], [3.87293, -2.36233, -0.26144], [3.22851, -3.78709, 0.66711], [2.73240, -2.18317, 0.99937], [-0.50766, 4.27739, -4.00508], [-1.56531, 3.54981, -3.12801], [-2.66163, 2.89112, -3.86560], [-0.93913, 5.11069, -4.55965], [-0.10823, 3.66552, -4.81389], [0.32458, 4.62288, -3.39178], [-2.02512, 4.19657, -2.38078], [-1.06912, 2.74529, -2.58520], [-3.36173, 2.67883, -3.24400], [0.77201, 0.92480, 6.29774], [1.96476, 1.78102, 5.81426], [2.42895, 1.27017, 4.56682], [0.32055, 1.03601, 7.28359], [1.09450, -0.11641, 6.29857], [-0.00245, 0.88303, 5.53187], [2.79767, 1.67110, 6.50872], [1.71301, 2.84047, 5.76642], [3.38748, 1.28317, 4.61832], [3.48841, -2.87056, -5.07222], [2.13629, -3.46475, -5.36491], [1.21943, -2.49789, -4.67211], [4.22158, -3.64633, -5.29301], [3.74026, -2.44072, -4.10273], [3.68886, -2.08432, -5.80005], [2.03489, -4.46407, -4.94162], [1.91069, -3.44147, -6.43106], [1.37561, -2.67625, -3.74184], [-1.01352, 2.97584, 1.70036], [-1.79150, 3.07635, 0.43329], [-2.12455, 1.75385, 0.03227], [0.01024, 2.60171, 1.70709], [-1.45557, 2.38183, 2.50026], [-0.85903, 4.00316, 2.03026], [-1.08322, 3.49468, -0.28186], [-2.63344, 3.73625, 0.64245], [-2.88778, 1.89026, -0.53381], [-5.65101, 3.13391, -0.50465], [-5.45173, 2.76908, -1.91733], [-4.36983, 1.84998, -2.03112], [-6.44184, 3.87753, -0.40610], [-4.71451, 3.49995, -0.08383], [-6.00968, 2.24206, 0.00921], [-5.26481, 3.66641, -2.50723], [-6.33239, 2.21088, -2.23501], [-4.67550, 0.94582, -1.92786], [3.33860, -4.64176, 3.56832], [2.24399, -3.93185, 4.37545], [2.75072, -3.24259, 5.47781], [2.92861, -5.41062, 2.91344], [4.03467, -5.14153, 4.24199], [3.96752, -4.04058, 2.91172], [1.56347, -4.66803, 4.80327], [1.64037, -3.38058, 3.65445], [3.42357, -2.64659, 5.14067], [-0.73290, -2.02416, 2.60739], [0.02584, -0.97114, 3.38630], [0.56036, 0.01403, 2.58146], [-1.52489, -1.57975, 2.00459], [-1.21563, -2.64492, 3.36222], [-0.01764, -2.53131, 1.95987], [0.99131, -1.34104, 3.73146], [-0.58756, -0.55709, 4.18654], [1.13586, 0.55903, 3.12311], [-3.64424, -4.39945, 1.71697], [-4.72207, -4.63539, 2.79528], [-5.97824, -4.42296, 2.16574], [-2.68693, -4.49356, 2.22960], [-3.72778, -3.46514, 1.16184], [-3.66863, -5.17461, 0.95105], [-4.59507, -3.90993, 3.59883], [-4.66583, -5.66725, 3.14196], [-6.16939, -3.48299, 2.12676], [-4.18162, 1.56233, 2.72992], [-4.14231, 0.21411, 2.13114], [-5.30555, 0.07781, 1.33607], [-3.38522, 1.63153, 3.47091], [-5.14893, 1.64992, 3.22460], [-4.10499, 2.44201, 2.09086], [-4.22261, -0.56837, 2.88572], [-3.27921, 0.08650, 1.47779], [-6.04923, -0.16437, 1.89276], [-2.38360, -1.13077, -1.98663], [-1.74437, -1.06794, -3.36252], [-0.45789, -0.57319, -3.04078], [-1.95391, -1.86723, -1.30760], [-3.43876, -1.38586, -2.08502], [-2.23835, -0.19779, -1.44206], [-2.27838, -0.33911, -3.97223], [-1.80631, -2.05192, -3.82734], [0.08278, -1.36521, -2.99643]],
  "atomic_forces_ev_per_a": [[-3.32, 1.27, -1.73], [-0.64, -1.89, -0.52], [0.45, 0.21, 1.20], [-1.27, 1.22, -0.38], [2.52, 1.21, -0.81], [-0.29, -0.53, 0.26], [0.85, 0.01, -2.81], [-0.47, -0.28, 1.66], [0.64, -0.82, 0.43], [-0.10, 0.55, 0.35], [0.13, -0.90, -0.25], [-0.38, 0.11, 0.52], [0.63, 0.03, -0.61], [-0.06, 0.41, -0.11], [-0.25, -0.35, -0.20], [-0.15, 0.05, -0.01], [-0.79, 2.14, 0.11], [0.07, 0.20, 1.34], [-0.42, -0.41, -0.90], [0.79, -2.14, 2.44], [-0.12, -0.47, 0.44], [0.15, -0.26, -0.03], [0.14, 0.05, -0.63], [0.40, -0.20, -0.34], [0.53, 0.23, 0.31], [-0.46, -0.49, 0.33], [0.13, -0.13, -0.47], [-0.01, 0.72, -0.90], [-0.36, -0.02, -0.47], [-0.24, 1.26, -0.19], [1.58, 0.32, 1.11], [0.31, 0.07, 0.12], [0.44, -0.61, 0.31], [-0.44, -0.19, 0.15], [-0.30, 0.10, 0.55], [0.58, -0.46, 0.05], [-0.04, -0.28, -0.64], [-0.24, 0.27, 0.11], [-1.19, -0.30, -0.26], [-0.42, -1.05, -0.69], [1.51, 1.35, -0.44], [-0.17, 0.30, 0.36], [0.00, -0.51, 0.38], [-0.10, -0.02, 0.06], [0.15, 0.47, -0.05], [0.33, -0.03, 0.13], [0.22, -0.28, 0.15], [0.44, -0.99, -0.86], [-0.45, -0.53, 1.25], [-0.35, 0.04, -0.08], [0.26, 0.85, -0.10], [0.38, -0.15, 0.07], [-0.23, 0.60, 0.11], [-0.14, 0.16, 0.35], [-0.05, 0.04, -0.29], [-0.01, -0.03, -0.38], [1.53, -0.49, -1.58], [-0.82, 2.38, 2.18], [-0.20, -1.79, -1.56], [0.47, -0.09, 0.06], [-0.80, -0.35, 0.20], [-0.06, 0.20, 0.11], [-0.24, -0.10, -0.12], [-0.11, -0.09, 0.19], [0.41, 0.43, 0.39], [0.98, 0.60, 1.62], [1.86, -0.44, 0.74], [-0.62, 0.52, -0.05], [0.03, -0.28, -1.02], [-0.59, 0.25, -0.08], [-0.20, 0.11, 0.45], [-0.50, 0.40, -0.43], [-0.31, -0.28, -0.53], [-0.46, -0.74, -0.85], [-0.57, 0.03, 0.95], [-0.61, -0.72, -0.29], [0.79, 0.22, 0.14], [0.13, 0.23, 0.04], [-0.15, 0.07, 0.24], [0.33, 0.06, 0.44], [0.14, -0.36, -0.44], [-0.25, 0.57, -0.56], [-0.07, -0.10, -0.03], [0.25, -0.58, 0.22], [0.13, -1.48, -0.97], [0.06, 0.83, 0.05], [-0.24, -0.04, 0.05], [-0.08, -0.12, 0.16], [-0.25, 0.60, 0.14], [0.06, -0.18, -0.06], [-0.07, 0.71, 0.25], [0.17, 0.20, 0.17], [0.35, 0.74, 0.35], [0.86, -0.99, 0.79], [-0.82, 1.68, -1.99], [-0.10, 0.05, -0.09], [0.15, -0.48, -0.36], [-0.32, -0.45, -0.01], [-0.69, -1.23, 1.37], [-0.02, -0.04, 0.12], [0.50, 0.37, 0.02], [0.30, -0.80, 0.64], [0.32, 1.04, -1.87], [-0.79, -0.50, 0.36], [0.36, 0.28, -0.28], [-0.06, 0.26, 0.46], [-0.17, -0.17, 0.12], [0.11, -0.26, 0.36], [-0.19, 0.17, 0.17], [0.14, 0.00, -0.01], [0.22, 0.85, 1.45], [-0.64, -0.25, -0.70], [-0.51, -0.49, -1.25], [-0.05, 0.24, 0.27], [0.05, 0.17, 0.35], [0.14, -0.44, -0.48], [0.72, 0.01, 0.28], [-0.05, -0.25, 0.09], [0.02, 0.07, 0.05], [-1.14, -0.34, 0.22], [-0.31, 0.72, 1.80], [0.25, -0.41, -1.13], [0.29, -0.39, -0.34], [-0.39, 0.12, 0.29], [-0.35, 0.20, -0.42], [0.12, 0.02, -0.17], [0.51, 0.03, -0.28], [0.91, 0.34, 0.10]]
}


{
  "formula": "CH5IN2S",
  "method": "wB97M-V/def2-TZVPD",
  "total_energy_ha": -846.371645,
  "gap_ha": [0.287, 0.287],
  "de_lowest_kcal_mol": 46.7,
  "elements": ["C", "N", "N", "S", "I", "H", "H", "H", "H", "H"],
  "positions_angstrom": [[-1.30999, 1.34777, 0.45536], [1.29192, -1.70178, 0.19331], [-0.80307, 1.21130, -0.68911], [2.86753, -1.78558, 0.11913], [3.85054, 0.53122, 0.02321], [-1.33234, 2.45725, 0.76234], [-1.80160, 0.45264, 1.02016], [0.81674, -1.19010, -0.64890], [-0.79387, 0.19900, -1.05553], [3.05626, -1.82747, 1.43105]],
  "atomic_forces_ev_per_a": [[-0.91, 0.12, 0.28], [-0.45, 1.30, -1.43], [0.48, -1.82, -1.11], [-1.72, 0.58, -0.91], [0.26, 0.12, 0.09], [-0.25, -1.97, 0.37], [0.90, 1.92, -0.49], [1.59, -1.70, 1.59], [-0.26, 1.76, 0.92], [0.35, -0.31, 0.69]]
}


{
  "formula": "C5H6N4",
  "method": "wB97M-V/def2-TZVPD",
  "total_energy_ha": -412.898478,
  "gap_ha": 0.322,
  "de_lowest_kcal_mol": 141.3,
  "elements": ["C", "C", "C", "C", "C", "H", "H", "H", "H", "H", "H", "N", "N", "N", "N"],
  "positions_angstrom": [[2.62245, -0.16333, 0.18694], [0.48346, 1.03493, -0.61040], [-0.89806, 0.64325, -0.33038], [-2.40623, 0.87307, 0.06401], [-0.75527, -0.75571, -0.42073], [2.89010, 0.92516, 0.99995], [3.33195, -0.33418, -0.70653], [2.40891, -0.84531, 1.16437], [1.14165, 1.87131, -0.46635], [-3.02664, 1.80337, 0.52604], [-2.43975, -2.06764, 0.43720], [1.23277, -0.21724, -0.34292], [-3.02764, -0.23280, 0.05484], [-2.15252, -1.15712, -0.33704], [0.59483, -1.37776, -0.21898]],
  "atomic_forces_ev_per_a": [[-0.64, 1.24, 3.39], [0.15, -3.92, 2.93], [1.25, 0.16, -0.69], [1.20, 4.06, 0.36], [-1.54, -1.12, 2.45], [-0.92, -2.92, -3.40], [-0.58, -0.03, 2.29], [1.80, 0.62, -2.83], [-0.42, 0.50, -0.21], [2.12, -2.02, -1.68], [1.57, 3.00, -3.61], [0.24, 4.37, -0.61], [0.62, 0.63, 0.05], [0.60, -8.07, 3.01], [-5.44, 3.49, -1.44]]
}


{
  "formula": "C19H23S",
  "method": "wB97M-V/def2-TZVPD",
  "total_energy_ha": -1135.758926,
  "gap_ha": 0.347,
  "de_lowest_kcal_mol": 0.0,
  "total_charge": 1,
  "elements": ["C", "C", "C", "S", "C", "C", "H", "H", "H", "H", "H", "H", "H", "H", "H", "H", "C", "C", "C", "C", "C", "C", "C", "C", "C", "C", "C", "C", "C", "C", "H", "H", "H", "H", "H", "H", "H", "H", "H", "H", "H", "H", "H"],
  "positions_angstrom": [[2.58940, 1.43514, -1.92561], [2.49627, 0.01011, -1.39538], [2.37111, -0.08526, 0.10818], [1.04993, 0.93782, 0.81484], [1.27893, 2.52989, -0.02476], [1.50418, 2.42274, -1.51636], [3.55857, 1.85173, -1.61357], [2.60496, 1.38785, -3.02381], [1.69438, -0.56265, -1.87258], [3.42939, -0.51256, -1.65668], [2.17490, -1.10989, 0.44450], [3.27966, 0.26883, 0.61645], [0.38966, 3.12090, 0.21581], [2.13573, 2.98150, 0.49395], [1.81294, 3.42680, -1.84587], [0.55695, 2.22980, -2.02964], [-0.05132, -5.39013, 0.77075], [-0.27131, -3.92558, 0.54844], [-0.15794, -3.40475, -0.73972], [-0.27748, -2.03809, -0.95768], [-0.50612, -1.16139, 0.11561], [-0.44435, 0.33567, -0.15234], [-1.56317, 1.27962, 0.30041], [-1.90423, 2.35461, -0.53912], [-2.71431, 3.38578, -0.07172], [-3.21424, 3.33978, 1.23382], [-2.95758, 2.22531, 2.03759], [-2.15082, 1.18409, 1.56575], [-0.60779, -1.68418, 1.40484], [-0.60778, -3.06569, 1.59640], [-0.29040, -5.65771, 1.80350], [-0.68343, -5.96511, 0.08228], [0.99097, -5.68167, 0.58177], [0.02930, -4.06122, -1.58521], [-0.17059, -1.61977, -1.95807], [-0.21153, 0.51547, -1.21364], [-1.51831, 2.36647, -1.56562], [-2.94288, 4.22420, -0.72958], [-3.82130, 4.16616, 1.61562], [-3.38355, 2.15285, 3.04024], [-1.99202, 0.29678, 2.17123], [-0.66455, -1.02269, 2.27549], [-0.84024, -3.48155, 2.57949]],
  "atomic_forces_ev_per_a": [[0.46, 0.17, -0.43], [0.11, -0.24, -0.23], [0.33, 0.15, 0.38], [-0.55, -0.15, -0.78], [0.49, 0.19, 0.54], [-0.04, 0.28, -0.26], [-0.14, -0.07, -0.09], [0.12, 0.06, 0.29], [0.10, 0.20, 0.06], [-0.29, 0.09, 0.01], [-0.06, 0.25, 0.03], [-0.18, -0.08, -0.09], [0.16, -0.16, 0.09], [-0.15, -0.04, -0.16], [-0.12, -0.27, 0.03], [0.19, -0.06, 0.05], [-0.20, -0.28, 0.08], [-0.29, 0.02, -0.05], [0.09, 0.53, -0.11], [-0.24, 0.19, 0.28], [0.39, 0.15, -0.23], [-0.33, -0.21, 0.44], [-0.03, -0.09, -0.28], [0.16, -0.27, 0.14], [-0.05, -0.11, 0.08], [0.02, -0.05, -0.03], [0.02, -0.13, -0.17], [-0.07, 0.38, -0.13], [-0.29, -0.09, 0.09], [0.38, 0.05, 0.03], [-0.01, -0.10, -0.20], [0.15, -0.02, 0.25], [-0.23, 0.17, 0.02], [0.05, 0.03, 0.16], [-0.15, -0.22, 0.12], [-0.12, -0.12, 0.49], [-0.17, 0.13, 0.43], [-0.01, -0.21, 0.22], [0.22, -0.36, -0.15], [0.09, 0.07, -0.34], [-0.04, 0.39, -0.01], [-0.13, -0.38, -0.35], [0.36, 0.16, -0.22]]
}


Listing largest force on an atom for the structures above in their given order: 1.89, 3.95, 2.82, 8.63, 0.97 eV/Å.